No. 1
A cluster of 2 separate species, C2HCl2O2 in total. Source: the OMol25 dataset; level of theory: ωB97M-V/def2-TZVPD.

Last column: Mulliken charge in e.
Positions of all 7 atoms, in Å:
Cl -1.1777 0.4212 -1.3924  -0.2557
Cl -2.7654 0.2531 1.1349  -0.3319
O 1.9038 -1.0072 0.6452  -0.4109
O 1.8435 0.4899 -1.1300  -0.3338
C -1.0760 0.4565 0.3499  -0.3043
C 1.7678 -0.1841 -0.1896  0.7380
H -0.4960 -0.4293 0.5820  -0.1014

Computed properties:
- Energy relative to the best compared isomer or geometry (same formula, charge and spin): 29.8 kcal per mole
- Frontier orbital gap: 5.55 eV
- Charge: -1
- Lowest unoccupied orbital energy: 0.1270 Eh

No. 2
A structure of composition C14H28Br2O7PTa. Source: the OMol25 dataset; level of theory: ωB97M-V/def2-TZVPD.

Last column: Mulliken charge in e.
Positions of all 53 atoms, in Å:
Ta -0.2597 0.3016 0.2434  0.9159
Br -2.4053 3.6697 0.9970  -0.1588
Br 1.1243 2.6775 -1.9301  -0.1531
P 2.1881 0.0860 -0.6818  -0.0883
O -2.7833 -1.0857 1.4919  -0.1054
O -2.0273 1.2549 -4.2060  -0.5743
O -3.7903 -1.6058 0.6591  -0.4232
O -0.3753 1.6115 3.1038  -0.6940
O 1.2688 -1.3085 3.5580  -0.5263
O 1.6076 1.8390 2.2438  -0.6690
O -3.3994 0.1210 -2.8364  -0.5001
C -0.3644 -3.0835 3.4142  -1.4041
C -0.5635 2.3153 -0.8854  -0.8626
C 3.8854 -1.5113 -2.2645  -1.2072
C 2.3513 -1.4169 -1.8366  -0.1034
C 0.2018 -1.6996 1.3660  -1.4512
C -0.6840 3.5845 0.0563  -0.1483
C -0.9098 -0.4000 -2.9304  -0.1571
C -1.0455 -1.0057 -1.4872  -1.0109
C -0.6660 4.8745 -0.8914  -1.2067
C 0.4056 1.3910 2.1449  0.5832
C -2.4291 0.2600 1.0846  -1.0885
C -2.1539 0.3955 -3.3958  0.1850
C 0.0315 -1.6129 2.8987  0.5133
C 3.3819 -0.3502 0.7300  -0.9861
H -1.3199 5.6482 -0.4382  0.4613
H -0.8760 -1.2706 -3.6373  0.4616
H -0.0057 -3.8238 2.6783  0.3135
H -3.7676 -2.5516 0.8669  0.2638
H -0.5762 -2.4150 1.0057  0.4055
H 4.3649 -2.4409 -1.9024  0.2378
H 1.7910 -1.2965 -2.7771  0.0659
H 2.8592 -0.5808 1.6744  0.1645
H 0.3499 5.2944 -0.9761  0.2921
H -1.4617 -3.1296 3.5654  0.2360
H 3.9414 -1.4690 -3.3758  0.3826
H -3.5161 0.8048 -2.1537  0.3113
H 4.1039 -1.1436 0.4478  0.3918
H 4.4078 -0.6068 -1.9036  0.3179
H 0.1544 -3.2446 4.3851  0.4283
H -2.1017 -1.3132 -1.3418  0.5512
H 0.0227 0.1574 -3.1229  0.0266
H 1.1065 -1.2928 4.5093  0.3342
H -0.8018 -0.9656 3.2283  0.2150
H -2.6036 0.9697 1.9129  0.4233
H -1.4594 2.3640 -1.5427  0.3942
H 3.9769 0.5740 0.8818  0.3481
H 1.1806 -2.1051 1.0413  0.5660
H -0.4417 -1.9444 -1.4784  0.3823
H 0.2064 3.7044 0.6979  0.5226
H 2.0684 -2.3272 -1.2650  0.2698
H -1.0839 4.5621 -1.8655  0.2648
H -3.1083 0.5402 0.2392  0.2894

Computed properties:
- Frontier orbital gap: 5.23 eV
- Charge: -2
- Lowest unoccupied orbital energy: 0.1752 Eh

No. 3
A cluster of 3 separate species, C42H75IN7O9P2S2 in total. Source: the OMol25 dataset; level of theory: ωB97M-V/def2-TZVPD.

Last column: Mulliken charge in e.
Positions of all 138 atoms, in Å:
I 1.1212 -3.3448 3.0778  -0.0536
S -6.3950 0.2374 0.2012  -0.1509
S -4.8507 2.6793 1.0069  -0.2716
P 2.3741 0.2684 -0.8325  0.2671
P -1.2807 -0.6649 -1.2127  -0.1376
O -0.3877 5.1581 1.7329  -0.5657
O 0.8289 0.8155 -1.4383  -0.8126
O -8.7384 0.0927 -3.5547  -0.3892
O 5.1641 -2.0982 0.9106  -0.3752
O 9.0632 0.5575 3.2031  -0.5760
O 3.8869 -1.6098 0.6615  -0.0544
O 1.7447 0.0219 0.7411  0.3247
O -0.1905 4.0363 3.7089  -0.5020
O -2.9086 -0.4960 -0.7413  -0.4078
N -9.4531 3.3765 -0.7404  -0.6289
N 1.3944 -2.4825 -0.8014  0.2888
N -9.0160 -0.3609 -4.7686  0.1615
N -7.5855 2.6352 0.1940  0.2843
N -1.2708 -0.4660 -2.9682  -0.6290
N 6.8278 1.9246 -0.4068  -0.7469
N 8.8426 -0.6558 3.6949  0.3567
C -1.0920 2.0194 -0.7610  -1.6121
C -6.8658 0.8617 -5.3213  -1.9312
C -6.8578 -1.6086 -5.1877  -1.4405
C 6.9440 -2.2228 4.1532  -2.2305
C 5.5859 2.7721 -0.3307  -0.3524
C 7.3852 -0.7458 4.0380  2.2224
C 6.4866 -0.1886 2.9186  -2.1333
C 3.0006 -3.3224 -3.1887  -0.6309
C 2.9719 -1.9805 -2.6111  -0.6437
C 10.0145 -2.3988 5.0424  -1.5805
C -0.1828 -0.7840 1.7626  -1.4575
C -9.2088 4.1733 0.3945  -0.4788
C -7.9928 3.6730 1.0239  -0.0589
C 2.1889 -1.5656 -1.4398  0.3562
C 3.1081 2.0376 -0.5269  -0.1266
C -7.6138 -2.9285 -5.1808  -0.4553
C 0.6821 -1.2218 3.0092  -0.2213
C 4.4547 2.2854 -1.3317  -0.6550
C -10.8523 -1.5738 -3.5348  -1.8390
C 7.0324 -0.0251 5.3488  -1.2893
C -6.3857 1.8665 0.4380  -0.0153
C -2.2005 2.3773 0.3109  -0.1649
C 4.0288 -0.3789 -0.0745  -0.4668
C -7.7365 -0.3933 -5.5423  1.9565
C 0.8665 3.0772 1.6070  -0.2645
C -0.2114 0.7367 -0.4378  0.9418
C 9.8188 -0.8764 4.8036  1.7168
C 9.4035 -0.1720 6.1099  -1.4338
C 2.0881 -4.2676 -2.4817  -0.5863
C -8.8188 -2.8320 -4.2530  -1.2476
C -8.0379 -0.3626 -7.0660  -1.6963
C -10.5189 -2.0133 -5.8980  -1.9738
C -3.6267 2.5872 -0.3693  -0.4869
C 0.4031 0.4990 1.0092  0.5878
C -0.1362 -0.8891 4.3551  -1.0084
C 0.4126 1.6389 2.0862  -0.9834
C -8.4655 2.4615 -0.8752  0.0410
C 7.9526 -0.4141 6.5004  -0.5495
C -9.7472 -1.6590 -4.6059  1.8466
C 1.3747 -3.7255 -1.3410  -0.4879
C 11.2397 -0.3791 4.4644  -1.8300
C 0.0229 4.1960 2.3264  -0.1109
H -9.0529 -0.6492 -7.3259  0.3679
H -0.1999 -1.6853 1.0842  0.7691
H 1.9804 -5.3231 -2.8334  0.3248
H 4.4253 0.3800 0.6734  0.0827
H 3.6344 -1.2065 -3.0781  0.2618
H -8.4606 -2.7285 -3.2226  0.3614
H -6.0219 0.8614 -6.0155  0.4244
H -3.8494 1.8240 -1.1521  0.3254
H 7.7063 0.1854 7.3817  0.4079
H 5.4338 -0.3800 3.1334  0.3485
H -11.2301 -2.8220 -5.7152  0.4406
H -1.6481 1.7905 -1.7201  0.7583
H -3.5901 3.5980 -0.8546  0.4080
H -1.9387 3.3949 0.7259  0.2051
H 7.6226 2.5233 -0.1718  0.2605
H 4.2754 3.1552 -2.0301  0.5097
H 6.5829 0.8942 2.8041  0.5143
H -2.2619 1.6720 1.1753  0.1865
H 10.0556 -0.4870 6.9300  0.4286
H 5.0737 -3.0683 0.8711  0.2105
H -0.6369 1.7462 2.4920  0.3375
H -6.0163 -1.6783 -5.8822  0.4404
H 1.0401 1.4081 2.9920  0.4184
H 11.9442 -0.6953 5.2382  0.4103
H -0.9167 -0.1042 4.1739  0.2171
H -6.9518 -3.7271 -4.8352  0.4007
H -7.3622 -1.0156 -7.6229  0.3024
H 0.7173 -4.4668 -0.8056  0.2890
H -9.8340 5.0110 0.7727  0.3399
H -0.4860 2.9385 -1.0105  0.3811
H 7.2939 -2.8049 3.2974  0.4083
H 10.1005 -2.6316 6.1065  0.2870
H 11.3019 0.7090 4.4087  0.3576
H 1.6467 -0.6745 3.1136  0.3009
H 3.6274 -3.6180 -4.0563  0.3744
H 0.9324 3.2291 0.5093  0.0778
H -0.5437 -1.8012 4.8510  0.3967
H 5.2601 2.7816 0.7430  0.1813
H 6.7230 1.2590 0.3689  0.2428
H 9.5538 0.9092 6.0084  0.3678
H -6.4141 -1.4646 -4.1958  0.3348
H 7.0887 1.0601 5.2060  0.4172
H -3.1418 -1.1360 -0.0517  0.2826
H 7.8036 -1.4594 6.7874  0.2688
H 5.9972 -0.2412 5.6280  0.4108
H 2.3445 2.7373 -0.9851  0.4051
H 3.2077 2.2189 0.5724  -0.2665
H 0.5872 -0.4252 5.0916  0.2798
H 10.9197 -2.7677 4.5537  0.4418
H 5.8550 -2.3016 4.1714  0.4190
H -11.4502 -2.4876 -3.5254  0.4276
H -10.4499 -1.4596 -2.5270  0.3359
H -9.3749 -3.7736 -4.2880  0.3859
H 4.8375 -0.4867 -0.8599  0.2512
H 9.2198 -3.0188 4.6381  0.3443
H -11.0923 -1.1567 -6.2607  0.3975
H 2.8506 0.4791 -2.1793  0.2119
H -2.1678 -0.0209 -3.2327  0.3026
H 4.7649 1.4313 -1.9821  0.3512
H -1.2652 -0.6405 2.0662  0.2920
H 5.8655 3.8377 -0.5827  0.3685
H 1.9146 3.2338 2.0031  0.4604
H -11.5283 -0.7381 -3.7327  0.4552
H -1.3958 -1.4344 -3.2927  0.3511
H -7.4584 3.9948 1.9373  0.3303
H 11.5858 -0.7895 3.5125  0.4804
H -9.8752 -2.3697 -6.7019  0.3987
H 7.2855 -2.7061 5.0696  0.4621
H -7.4383 1.7763 -5.4951  0.5018
H -6.4448 0.9094 -4.3155  0.3217
H 6.7154 -0.6581 1.9613  0.5031
H -1.1611 4.0647 3.8272  0.3386
H -7.9290 0.6445 -7.4754  0.4474
H -7.9192 -3.1994 -6.1962  0.2627
H -8.3536 1.6866 -1.6793  0.2894

Computed properties:
- Frontier orbital gap (spin up / spin down): 5.48 / 5.47 eV
- 2S+1: 3
- Charge: -1
- Lowest unoccupied orbital energy (spin up / spin down): 0.0260 / 0.0258 Eh